{"formula": "C9H15I", "method": "the ωB97M-V functional and the def2-TZVPD basis", "elements": ["C", "C", "I", "C", "C", "C", "C", "C", "C", "C", "H", "H", "H", "H", "H", "H", "H", "H", "H", "H", "H", "H", "H", "H", "H"], "xyz": [[1.233, 2.087, -0.015], [1.287, 0.566, -0.006], [3.395, 0.054, 0.005], [0.370, -0.341, -0.809], [0.778, -1.588, -1.607], [-0.954, 0.344, -1.219], [-1.796, 0.558, 0.023], [-0.867, 0.376, 1.258], [0.382, -0.319, 0.710], [0.737, -1.497, 1.603], [1.781, 2.405, 0.926], [0.198, 2.565, -0.116], [1.727, 2.376, -0.831], [1.596, -2.095, -1.293], [1.085, -1.192, -2.551], [-0.113, -2.175, -1.694], [-1.432, -0.335, -1.981], [-0.757, 1.316, -1.672], [-2.084, 1.580, -0.006], [-2.518, -0.338, 0.060], [-0.562, 1.307, 1.608], [-1.391, -0.224, 1.990], [1.718, -1.819, 1.603], [0.149, -2.349, 1.450], [0.581, -1.188, 2.567]], "forces_ev_per_angstrom": [[-2.35, -0.81, 3.72], [1.08, 0.17, -0.96], [-0.21, -0.02, -0.05], [-0.42, -0.22, 0.99], [-2.05, 3.28, -0.41], [0.83, -0.94, -1.34], [0.45, -2.38, 0.48], [-0.41, -1.26, -2.09], [-1.07, -1.51, 1.27], [-0.03, 1.23, -1.65], [-0.88, 0.14, -1.17], [1.24, -0.87, 0.57], [2.23, 1.49, -3.11], [2.25, -1.69, 1.62], [-0.10, -0.05, -1.17], [-0.26, -0.69, -0.23], [0.22, 0.92, 0.64], [0.01, -0.12, -0.45], [-1.66, 0.48, 0.15], [0.22, 2.13, 0.01], [0.15, 1.63, 1.20], [0.22, 0.09, 0.41], [2.29, -0.53, -0.53], [-1.25, -1.20, -0.54], [-0.51, 0.73, 2.61]], "lowdin_charge": [-0.134, -0.706, 0.899, -0.365, -0.028, -0.142, -0.151, -0.110, -0.425, -0.029, 0.096, 0.108, 0.008, 0.013, 0.079, 0.082, 0.125, 0.101, 0.091, 0.143, 0.083, 0.112, 0.018, 0.078, 0.055], "gap_ha": 0.3543, "smiles": "C[C@]1(I)[C@]2(C)CCC[C@]12C", "largest_force_ev_per_a": 4.5, "e_lumo_ha": 0.02163, "total_charge": 0, "de_lowest_kj_mol": 0.00}

{"formula": "C9H15N2O", "method": "the ωB97M-V functional and the def2-TZVPD basis", "elements": ["N", "C", "N", "C", "O", "C", "C", "C", "C", "C", "C", "C", "H", "H", "H", "H", "H", "H", "H", "H", "H", "H", "H", "H", "H", "H", "H"], "xyz": [[3.211, -1.979, 0.522], [2.238, -1.413, -0.138], [1.782, -0.194, 0.045], [0.591, 0.171, -0.797], [-0.247, -1.034, -0.662], [-1.407, -0.718, 0.054], [-2.766, -0.971, -0.524], [-2.227, -1.895, 0.483], [-1.189, 0.641, 0.767], [-0.049, 1.319, 0.003], [0.754, 2.498, 0.392], [-0.214, 2.597, -0.740], [3.745, -2.782, 0.270], [3.604, -1.443, 1.310], [1.893, -2.015, -1.003], [1.780, 0.318, 0.940], [0.862, 0.293, -1.841], [-2.775, -1.458, -1.487], [-3.596, -0.254, -0.445], [-2.856, -1.964, 1.321], [-1.579, -2.732, 0.301], [-0.936, 0.526, 1.840], [-2.116, 1.312, 0.690], [1.772, 2.478, -0.149], [0.613, 2.867, 1.372], [-1.089, 3.143, -0.809], [0.201, 2.690, -1.716]], "forces_ev_per_angstrom": [[0.46, 1.69, 2.14], [0.83, -0.63, -1.38], [-0.47, -0.55, -0.37], [-0.51, -1.66, 2.47], [0.82, 1.46, -0.96], [-1.62, 2.42, 1.23], [0.45, -0.57, -3.21], [0.78, 0.62, 1.20], [-0.94, 0.79, 0.60], [-1.23, -1.72, -2.29], [2.21, -0.46, -2.16], [0.32, -0.20, -0.18], [-0.29, -0.62, -0.48], [-0.14, -0.57, -0.52], [-0.08, 0.83, 0.53], [0.62, -0.50, -0.63], [0.07, 0.24, 0.05], [0.05, 0.43, -0.60], [0.49, -0.63, 0.80], [0.13, 0.05, 1.72], [-0.80, -0.89, -0.79], [-0.14, -0.01, -0.47], [1.23, -1.14, 0.31], [-1.18, 0.29, 1.93], [0.07, 0.77, 0.62], [-1.92, 0.89, 1.00], [0.82, -0.31, -0.54]], "lowdin_charge": [0.202, -0.124, 0.134, -0.142, -0.033, -0.438, -0.067, -0.050, 0.002, -0.390, -0.050, -0.066, 0.134, 0.154, 0.184, 0.177, 0.171, 0.108, 0.131, 0.100, 0.118, 0.129, 0.155, 0.151, 0.109, 0.095, 0.106], "gap_ha": 0.3349, "smiles": "N/C=[NH+]/[C@H]1O[C@]2(CC2)C[C@@]12CC2", "largest_force_ev_per_a": 3.3, "e_lumo_ha": -0.12519, "total_charge": 1, "de_lowest_kj_mol": 323.09}

{"formula": "C9H15N2O4", "method": "the ωB97M-V functional and the def2-TZVPD basis", "elements": ["C", "O", "C", "N", "C", "C", "O", "C", "C", "C", "O", "C", "N", "O", "C", "H", "H", "H", "H", "H", "H", "H", "H", "H", "H", "H", "H", "H", "H", "H"], "xyz": [[-1.371, -2.490, 2.024], [-0.429, -1.578, 1.326], [-0.334, -1.835, 0.075], [0.556, -1.197, -0.632], [0.989, -1.606, -1.952], [1.295, -0.144, -0.034], [2.596, -0.399, 0.080], [3.546, 0.689, 0.164], [0.658, 1.074, 0.181], [1.447, 2.240, 0.742], [1.341, 3.380, 0.291], [-0.799, 1.366, -0.055], [-1.634, 0.373, -0.287], [-2.939, 0.593, -0.682], [-3.513, 1.888, -0.881], [-2.306, -2.803, 1.621], [-1.647, -2.026, 3.036], [-0.932, -3.446, 2.370], [-0.945, -2.583, -0.448], [1.408, -2.534, -1.962], [0.036, -1.660, -2.638], [1.765, -0.862, -2.234], [3.235, 1.604, -0.258], [4.420, 0.227, -0.143], [3.629, 0.831, 1.294], [1.775, 1.994, 1.794], [-1.052, 2.371, -0.209], [-3.154, 2.269, -1.792], [-3.097, 2.471, -0.053], [-4.546, 1.792, -0.738]], "forces_ev_per_angstrom": [[0.34, 0.07, 4.03], [-1.77, -1.92, 0.55], [0.44, 0.50, -1.06], [0.66, -0.71, 1.33], [-2.50, 2.46, -1.98], [-1.22, 3.21, 0.32], [-0.84, -0.29, -0.93], [-1.06, -1.16, 4.22], [0.51, -1.56, -0.34], [-2.35, 1.75, 0.71], [0.65, -2.42, 0.83], [-0.30, -3.26, -1.22], [0.52, 2.10, 0.29], [0.26, -1.45, 0.15], [2.83, -0.09, 2.21], [-0.56, 0.69, -1.59], [0.60, -0.05, -1.75], [0.76, 0.63, -0.74], [0.15, 0.19, 0.45], [1.26, -2.59, 0.23], [2.05, 0.54, 0.99], [-0.90, -0.57, -0.41], [-0.13, 0.68, -1.14], [1.83, -0.22, -1.04], [0.32, 0.25, -1.50], [0.62, 0.68, -0.86], [-0.30, 1.44, 0.01], [-0.05, 0.71, -1.35], [-0.46, 0.61, -0.14], [-1.37, -0.22, -0.27]], "lowdin_charge": [0.014, 0.026, -0.112, -0.034, 0.042, -0.256, -0.016, 0.014, -0.044, -0.236, 0.083, -0.018, 0.049, -0.161, -0.034, 0.088, 0.132, 0.108, 0.195, 0.065, 0.158, 0.128, 0.082, 0.087, 0.133, 0.153, 0.099, 0.085, 0.087, 0.085], "gap_ha": 0.3051, "smiles": "CO\\C=[N+](C)/C(OC)=C(C=O)\\C=N\\OC", "largest_force_ev_per_a": 4.5, "e_lumo_ha": -0.14150, "total_charge": 1, "de_lowest_kj_mol": 339.89}

{"formula": "C9H15N2S", "method": "the ωB97M-V functional and the def2-TZVPD basis", "elements": ["C", "C", "C", "C", "C", "C", "C", "C", "C", "N", "N", "S", "H", "H", "H", "H", "H", "H", "H", "H", "H", "H", "H", "H", "H", "H", "H"], "xyz": [[-0.968, -0.381, 0.733], [-0.781, 0.945, 0.722], [2.299, -0.624, 0.216], [0.053, -0.689, -0.459], [0.292, 0.935, -0.454], [-1.790, -1.292, 1.538], [-1.406, 2.077, 1.358], [-0.575, -1.227, -1.779], [0.010, 1.745, -1.715], [1.252, -1.420, -0.045], [3.491, -1.028, 0.645], [2.019, 1.056, 0.120], [-1.931, -1.078, 2.552], [-1.179, -2.168, 1.553], [-2.764, -1.495, 1.038], [-1.037, 2.069, 2.293], [-2.544, 2.084, 1.346], [-1.074, 3.074, 1.050], [0.129, -0.928, -2.585], [-1.536, -0.642, -2.073], [-0.884, -2.258, -1.609], [0.847, 1.505, -2.381], [0.043, 2.791, -1.405], [-1.021, 1.367, -2.197], [1.447, -2.394, -0.366], [3.596, -1.896, 1.201], [4.013, -0.126, 0.706]], "forces_ev_per_angstrom": [[1.40, 1.06, -1.01], [1.51, -1.02, -3.02], [-1.33, -1.16, 0.39], [-2.80, 1.11, 0.54], [-1.48, -1.86, 1.19], [-0.34, -0.87, -1.96], [-2.31, 1.50, -1.78], [-0.73, 2.12, 0.41], [-0.99, -1.65, -0.14], [1.13, -0.04, -0.80], [-0.25, 1.22, -0.27], [0.01, 0.78, -0.11], [-0.34, 1.01, 1.38], [-0.08, -1.32, 0.02], [0.62, -0.08, 0.44], [0.57, -0.03, 3.94], [1.47, -0.22, 0.13], [-0.04, -0.29, -0.75], [-0.30, -1.21, 0.18], [1.54, -1.02, 0.97], [0.42, -0.16, -0.69], [-0.40, 0.45, -0.35], [-0.38, 0.06, -0.57], [2.36, 1.36, 1.17], [-0.41, 1.13, 0.46], [0.35, 1.15, -0.59], [0.80, -2.01, 0.81]], "lowdin_charge": [-0.162, -0.209, -0.635, -0.362, -0.549, -0.012, -0.022, -0.003, -0.062, 0.119, 0.138, 1.147, 0.071, 0.073, 0.114, 0.048, 0.133, 0.096, 0.096, 0.118, 0.086, 0.078, 0.085, 0.140, 0.194, 0.161, 0.117], "gap_ha": 0.3458, "largest_force_ev_per_a": 4.0, "e_lumo_ha": -0.11999, "total_charge": 1, "de_lowest_kj_mol": 67.57}

{"formula": "C9H15N2S", "method": "the ωB97M-V functional and the def2-TZVPD basis", "elements": ["C", "C", "C", "C", "C", "C", "C", "C", "C", "N", "N", "S", "H", "H", "H", "H", "H", "H", "H", "H", "H", "H", "H", "H", "H", "H", "H"], "xyz": [[0.444, 2.131, -1.235], [-0.085, 1.298, -0.362], [2.142, 0.982, -0.309], [4.228, -0.397, -0.217], [4.459, -0.487, 1.210], [-3.721, -2.178, 0.162], [-1.467, 1.063, 0.013], [-3.263, -0.695, 0.447], [-2.062, -0.293, -0.452], [1.804, 2.008, -1.119], [0.972, 0.623, 0.249], [4.578, -0.780, -1.686], [0.084, 2.823, -1.880], [4.407, -1.593, 1.512], [4.046, 0.038, 2.077], [5.580, -0.101, 1.327], [-3.891, -2.834, 1.027], [-2.849, -2.603, -0.362], [-4.609, -2.378, -0.458], [-1.554, 1.244, 1.114], [-1.942, 1.859, -0.511], [-3.027, -0.641, 1.560], [-4.046, -0.025, 0.193], [-1.388, -1.245, -0.193], [-2.235, -0.250, -1.505], [2.493, 2.567, -1.577], [0.905, -0.136, 0.975]], "forces_ev_per_angstrom": [[1.67, -0.16, 0.84], [-0.14, -1.43, 1.33], [1.04, 0.25, 0.86], [-1.25, 0.62, -1.63], [3.16, -0.99, 1.34], [0.81, -0.21, -0.36], [-0.35, -0.69, 0.63], [-0.35, -1.23, 0.17], [1.42, -2.09, 3.31], [1.21, -1.50, 0.06], [0.44, -1.27, 0.22], [-0.39, 0.52, 2.29], [-1.48, 1.82, -1.58], [0.40, 1.33, -0.62], [-1.07, 0.45, -1.15], [-1.81, -1.23, -0.38], [0.22, 0.63, 0.17], [-0.52, -0.37, 0.04], [0.35, 0.75, -0.04], [-0.24, -0.30, -0.83], [-1.19, 0.61, -0.06], [-0.04, 0.35, -1.52], [-1.03, 0.69, 0.34], [-0.42, 2.32, -1.02], [-0.42, -0.27, -0.62], [0.13, 0.11, -0.42], [-0.16, 1.28, -1.38]], "lowdin_charge": [-0.021, -0.281, -0.094, -0.616, -0.141, -0.103, -0.144, -0.253, -0.191, 0.060, 0.106, 0.945, 0.111, 0.132, 0.093, 0.155, 0.067, 0.053, 0.072, 0.144, 0.115, 0.126, 0.085, 0.137, 0.107, 0.149, 0.188], "gap_ha": 0.2814, "largest_force_ev_per_a": 4.2, "e_lumo_ha": -0.17736, "total_charge": 1, "de_lowest_kj_mol": 302.19}

{"formula": "C9H15N4OV", "method": "the ωB97M-V functional and the def2-TZVPD basis", "elements": ["V", "C", "O", "H", "H", "H", "C", "C", "N", "H", "H", "H", "C", "C", "N", "H", "H", "H", "C", "C", "N", "H", "H", "H", "C", "C", "N", "H", "H", "H"], "xyz": [[2.667, -1.164, 3.086], [0.633, -0.071, 0.529], [1.383, -1.121, 2.153], [-0.452, -0.290, 0.552], [0.987, 0.903, 0.914], [1.227, -0.497, -0.259], [0.428, -1.940, -3.193], [-0.915, -2.629, -2.995], [-1.900, -3.087, -2.881], [0.897, -2.218, -4.137], [1.050, -2.339, -2.355], [0.155, -0.911, -3.142], [4.243, 0.334, -1.630], [3.953, 0.520, -0.169], [3.611, 0.569, 0.958], [5.291, 0.620, -1.816], [3.666, 0.972, -2.318], [4.101, -0.723, -1.910], [-3.064, 1.778, -0.322], [-2.277, 1.023, -1.315], [-1.582, 0.429, -2.028], [-2.798, 2.849, -0.322], [-2.990, 1.374, 0.704], [-4.090, 1.673, -0.657], [-2.144, 0.228, 3.654], [-2.795, 1.511, 3.996], [-3.292, 2.523, 4.214], [-1.259, 0.423, 3.028], [-2.811, -0.435, 3.076], [-1.922, -0.304, 4.583]], "forces_ev_per_angstrom": [[-0.39, 0.79, -1.49], [-0.70, 1.08, 0.30], [0.25, 0.50, -0.32], [0.76, -0.33, 0.38], [-0.24, -0.73, 0.00], [0.23, -0.62, 0.04], [-1.39, -2.18, 0.98], [8.76, 3.92, -1.64], [-7.40, -3.46, 1.11], [-0.22, 0.05, 0.04], [-0.15, 0.73, -0.60], [0.45, 0.92, 0.10], [0.65, 0.33, 0.37], [-1.25, -0.19, 1.62], [0.92, -0.86, -2.40], [-0.26, -0.28, 0.19], [-0.19, -0.11, 0.70], [0.07, 0.38, 0.28], [-0.10, 0.07, -0.35], [1.06, -0.25, 0.24], [-0.51, 0.58, 0.91], [-0.05, -0.54, -0.07], [0.10, 0.06, -0.60], [-0.36, 0.19, 0.22], [-0.57, 0.03, -0.06], [0.12, -0.41, -0.43], [0.13, -0.16, -0.01], [-0.09, -0.07, 0.47], [0.06, 0.46, 0.25], [0.31, 0.09, -0.21]], "lowdin_charge": [1.396, 0.357, -0.310, 0.085, 0.088, 0.055, -0.070, -0.308, 0.145, 0.081, 0.066, 0.010, -0.018, -0.168, 0.106, 0.107, 0.107, 0.100, -0.041, -0.232, 0.160, 0.104, 0.072, 0.094, -0.084, -0.273, 0.158, 0.041, 0.091, 0.082], "gap_ha": [0.1823, 0.2054], "s_squared": 2.049, "largest_force_ev_per_a": 9.7, "e_lumo_ha": [-0.42010, -0.39697], "multiplicity": 3, "total_charge": 2}

Number 3 is which compound?
C9H15N2O4